The following is a DFT calculation (wB97M-V/def2-TZVPD) of C28H19ClN6O4PtS6 as an isolated structure.

Each line ends with the Löwdin spin population.
Atoms and positions in Å:
Pt  0.538622  -0.308227  -0.028405  1.37
S  1.999054  2.904181  6.314226  0.11
C  1.712336  2.240956  4.856155  0.01
S  0.251079  2.500284  3.959548  0.01
C  0.640607  1.544797  2.559007  0.17
C  1.893884  0.908488  2.594786  0.16
S  2.513012  -0.069870  1.384973  0.44
S  2.830330  1.201335  4.034860  0.01
S  -0.456428  1.454569  1.290956  0.35
N  -1.900229  -3.755461  1.551106  0.00
C  -2.010917  -3.741520  2.963197  0.00
C  -2.948099  -4.537257  3.597268  0.00
C  -3.055154  -4.509244  4.981856  0.00
C  -2.247261  -3.663664  5.723973  0.00
C  -1.325589  -2.848621  5.079867  0.00
C  -1.189610  -2.902580  3.701730  0.00
S  0.062524  -1.951343  2.909338  0.01
N  -0.561152  -1.837816  1.322618  0.11
C  -1.371793  -2.700789  0.858770  0.01
C  -1.979763  -2.509232  -0.538853  0.02
C  -2.114195  -3.755302  -1.349722  0.01
C  -1.614448  -3.810959  -2.581764  0.00
C  -1.015229  -2.652339  -3.245415  0.01
C  -0.988040  -1.473708  -2.637114  -0.01
N  -1.399041  -1.360307  -1.276699  0.02
H  -2.595653  -4.303810  1.075117  0.00
H  -3.591072  -5.183550  3.010498  0.00
H  -3.778298  -5.145181  5.474158  0.00
H  -2.333265  -3.630336  6.801470  0.00
H  -0.698266  -2.174039  5.650252  0.00
H  -2.642777  -4.600947  -0.930938  0.00
H  -1.700952  -4.733838  -3.140925  0.00
H  -0.645128  -2.743422  -4.256049  0.00
H  -0.653338  -0.545798  -3.076308  0.00
N  -2.670710  2.885574  -1.824085  0.02
C  -2.129812  1.662765  -1.650911  0.04
O  -0.966244  1.385512  -1.871168  0.08
C  -3.055126  0.605680  -1.129959  0.34
C  -2.611969  -0.717234  -0.933938  0.01
N  -3.222997  -1.689336  -0.293232  0.33
C  -4.368681  0.939870  -0.727844  0.04
N  -5.442998  1.266495  -0.464172  0.16
H  -2.042029  3.632083  -2.070957  0.00
H  -3.602360  3.111109  -1.520260  0.00
C  5.993015  0.564883  -2.074509  0.00
C  5.421664  0.670262  -3.458582  0.00
C  5.782955  1.694469  -4.319080  0.00
C  5.222502  1.785428  -5.583742  0.00
Cl  5.697185  3.091087  -6.639819  0.00
C  4.296587  0.859566  -6.013480  0.00
C  3.929071  -0.178228  -5.164504  0.00
C  4.488801  -0.272061  -3.900815  0.00
O  4.236816  -1.289574  -3.017600  0.00
C  2.971416  -1.921951  -3.004735  0.00
C  2.117244  -1.324051  -1.904139  0.01
O  1.509410  -2.090155  -1.103218  0.08
O  2.020288  -0.075717  -1.829696  0.08
H  6.667229  1.396144  -1.873666  0.00
H  6.541102  -0.369388  -1.943281  0.00
H  5.193874  0.569649  -1.331306  0.00
H  6.502617  2.436529  -3.997907  0.00
H  3.867079  0.936817  -7.002659  0.00
H  3.213653  -0.906300  -5.518639  0.00
H  3.123443  -2.984152  -2.828886  0.00
H  2.433298  -1.793496  -3.944238  0.00

Cartesian forces, eV/Å:
0.37 -0.46 0.69
0.00 0.00 0.05
0.00 0.01 -0.04
-0.08 0.05 0.00
0.19 -0.09 0.08
-0.18 0.19 0.06
0.08 -0.07 -0.04
0.06 -0.04 -0.01
-0.08 0.03 -0.29
0.20 -0.03 0.09
-0.02 0.02 -0.11
-0.03 0.00 0.04
0.00 -0.01 -0.02
0.01 -0.01 -0.01
-0.02 0.02 0.02
-0.05 0.03 0.13
0.12 -0.14 -0.13
-0.03 0.04 -0.06
-0.29 -0.04 -0.07
0.04 0.02 0.20
-0.04 0.05 -0.01
0.03 0.05 -0.10
-0.09 -0.12 -0.01
-0.06 -0.01 0.16
0.09 0.34 -0.11
-0.03 0.02 -0.01
0.00 0.01 0.00
0.00 0.01 0.00
0.00 0.00 -0.01
-0.01 0.00 -0.01
0.05 -0.01 0.02
0.00 0.02 -0.01
-0.01 -0.01 0.01
0.10 -0.01 0.05
0.10 0.05 -0.01
-0.25 -0.17 0.17
-0.05 0.10 -0.30
0.00 0.18 0.02
-0.21 -0.03 -0.13
0.19 -0.08 -0.02
0.04 -0.12 -0.10
0.04 0.05 0.04
-0.02 0.01 0.00
0.00 -0.02 0.00
-0.01 0.00 0.01
0.03 0.05 0.00
0.01 0.00 0.02
0.04 0.06 -0.03
-0.02 -0.05 0.04
-0.04 -0.04 0.00
0.04 0.03 -0.04
-0.07 -0.01 0.13
0.00 -0.11 -0.20
0.09 0.09 0.07
-0.02 0.09 0.13
-0.09 0.07 -0.19
-0.11 0.04 -0.15
0.00 0.00 0.00
0.00 0.00 -0.01
0.00 0.01 -0.01
-0.01 0.00 0.00
0.00 0.00 0.01
0.01 -0.02 0.00
0.04 0.00 0.05
-0.02 -0.05 -0.02

Computed properties:
<S²>: 6.067
Largest force on an atom (eV/A): 0.91
2S+1: 5
Highest occupied orbital energy (alpha / beta) (eV): -7.2901 / -8.1812
Energy relative to the best compared isomer or geometry (same formula, charge and spin) (kJ/mol): 142.0
Calculated total energy (Eh): -4676.43490
Kohn-Sham gap (alpha / beta) (eV): 6.96 / 4.82


The following is a DFT calculation (wB97M-V/def2-TZVPD) of C28H20BrCaN13O2S as an isolated structure.

Each line ends with the Mulliken charge.
Atoms and positions in Å:
Ca  -0.148576  -0.350996  -0.434193  1.56
C  1.525152  4.162554  -0.324228  -1.12
C  0.797183  2.985527  -0.086138  -0.53
N  1.311188  1.784487  -0.230988  1.11
C  2.588507  1.672012  -0.644465  -0.60
C  3.396501  2.784440  -0.911037  1.39
C  2.827906  4.057084  -0.734797  -0.90
C  4.741986  2.588251  -1.376474  -0.82
C  5.230733  1.348599  -1.581471  -0.95
C  4.423099  0.184930  -1.342502  1.36
C  4.852763  -1.122669  -1.621481  -0.71
C  3.993608  -2.170073  -1.427648  -1.00
C  2.705458  -1.907422  -0.928958  -0.25
N  2.299558  -0.698171  -0.641309  0.27
C  3.119424  0.340319  -0.861777  -0.25
H  1.039973  5.120513  -0.198650  0.42
H  -0.244886  3.022403  0.217767  0.40
H  3.417555  4.942079  -0.945966  0.37
H  5.347695  3.463291  -1.581678  0.36
H  6.237552  1.207101  -1.957292  0.36
H  5.850779  -1.286479  -2.012367  0.37
H  4.274399  -3.187806  -1.660619  0.38
H  1.987032  -2.706685  -0.776144  0.47
N  -1.509941  2.009106  -3.105171  -0.14
C  -2.178224  2.033673  -1.894667  0.38
N  -3.116372  2.942007  -1.646470  -0.54
N  -3.544039  2.634558  -0.404455  -0.73
N  -2.901471  1.619389  0.054405  -0.28
N  -2.009436  1.191220  -0.877777  -0.13
C  -0.242728  1.498861  -3.348485  0.45
N  0.530383  2.038255  -4.285908  -0.52
N  1.642012  1.275202  -4.264934  -0.76
N  1.532899  0.351300  -3.374543  -0.18
N  0.325174  0.448615  -2.762470  0.00
H  -1.703661  2.819425  -3.670990  0.28
S  -1.326920  -2.985113  -1.163554  -0.20
C  -1.769860  -3.280212  -2.775144  0.27
N  -2.086067  -3.540091  -3.861360  -0.73
C  -1.287663  2.521721  6.058426  -1.49
C  -0.996955  1.904316  4.720252  1.33
C  0.263029  1.970938  4.142387  -1.05
C  0.470501  1.399325  2.895017  -0.50
N  -0.478964  0.783844  2.202701  0.49
C  -1.686832  0.709652  2.757882  -0.52
C  -1.986478  1.245859  3.999798  -0.88
H  -0.374936  2.879825  6.534965  0.34
H  -1.761818  1.801262  6.726927  0.34
H  -1.969466  3.368374  5.954035  0.30
H  1.087529  2.454132  4.653110  0.29
H  1.453488  1.419607  2.437394  0.50
H  -2.453954  0.220005  2.172402  0.44
H  -2.994889  1.156020  4.385112  0.35
Br  1.311334  -6.781400  5.350716  -0.27
C  0.356421  -5.712594  4.086614  0.07
C  -0.896500  -6.131688  3.671692  -0.29
C  -1.579914  -5.352673  2.749124  -0.79
C  -1.019776  -4.182791  2.258451  -0.23
C  0.236367  -3.774635  2.690540  0.30
C  0.931880  -4.550024  3.612559  -0.27
C  0.870693  -2.485051  2.162077  -0.20
O  1.975263  -2.159729  2.618597  -0.79
O  0.175841  -1.862726  1.313796  0.08
H  -1.320944  -7.049691  4.055918  0.38
H  -2.554577  -5.668437  2.397783  0.40
H  -1.528344  -3.586815  1.513079  0.30
H  1.906257  -4.211949  3.938661  0.55

Cartesian forces, eV/Å:
-0.35 -0.29 0.34
-0.05 -0.09 0.01
-0.04 0.06 -0.01
0.04 0.03 -0.06
0.04 -0.05 -0.01
0.08 0.03 -0.02
-0.04 -0.02 0.00
-0.03 0.01 0.01
-0.01 -0.06 0.01
-0.02 0.12 0.02
-0.02 -0.05 -0.01
-0.08 -0.02 0.03
0.25 -0.16 -0.01
-0.13 0.08 -0.09
-0.02 0.07 -0.01
0.02 0.01 -0.01
0.01 0.02 0.01
0.02 -0.01 0.00
0.00 0.00 0.00
0.01 0.00 0.00
0.01 0.02 0.00
0.03 0.01 0.00
0.02 -0.02 0.03
-0.04 0.09 -0.13
-0.03 -0.02 0.08
0.04 -0.07 0.10
-0.08 0.13 -0.06
0.08 -0.07 -0.04
0.18 0.10 -0.01
0.07 -0.03 -0.10
0.07 -0.07 0.09
-0.05 0.12 -0.10
-0.02 -0.11 0.10
-0.04 0.16 0.17
-0.03 -0.01 0.01
0.02 -0.05 -0.54
0.09 0.11 0.53
0.00 0.00 -0.02
0.00 0.02 0.05
-0.01 -0.04 -0.08
0.02 -0.02 0.00
0.12 -0.12 0.03
-0.10 0.18 -0.25
-0.09 -0.05 0.01
0.04 -0.01 0.00
0.00 0.00 0.00
0.00 -0.01 0.00
0.00 0.00 -0.01
-0.01 0.01 0.02
-0.01 0.02 0.00
0.01 0.03 -0.01
0.00 0.01 0.03
0.02 -0.04 0.04
-0.04 0.08 -0.07
0.01 -0.06 0.04
-0.05 -0.01 -0.03
0.09 0.04 -0.04
0.01 -0.05 0.03
0.03 0.04 0.06
0.02 0.23 0.09
0.00 -0.11 -0.04
0.01 -0.08 -0.21
-0.01 0.00 0.00
0.00 -0.02 0.01
-0.03 0.00 0.03
0.00 -0.01 -0.02

Computed properties:
Charge: -2
Largest force on an atom (eV/A): 0.57
2S+1: 1
Highest occupied orbital energy (eV): -2.6005
Calculated total energy (Eh): -5591.43349
Kohn-Sham gap (eV): 6.33